(1)
Computed, not measured: a gas-phase ion, C3H2NO3 (charge -1), with ωB97M-V/def2-TZVPD.

* energy relative to the best compared isomer or geometry (same formula, charge and spin): 56.34 kcal/mol
* net charge: -1
* molar mass: 100.05 g/mol
* structure (SMILES): O=C=CC(=O)N[O-]

Cartesian coordinates (Å):
C1 -0.65197 0.91776 -0.08425
C2 -1.86756 0.40146 -0.03557
C3 0.53139 0.06164 -0.07671
N1 0.17133 -1.22840 -0.08823
O1 -3.05254 0.39319 -0.01820
O2 1.71659 0.42957 -0.07775
O3 -1.12956 -1.59862 -0.02169
H1 -0.53337 1.98756 -0.05199
H2 0.84321 -1.96617 0.08224


(2)
Computed, not measured: a molecular structure, C12H24F12MgN2O12S4, with ωB97M-V/def2-TZVPD.

* energy relative to the best compared isomer or geometry (same formula, charge and spin): 46.82 kcal/mol
* net charge: 0
* molar mass: 768.88 g/mol

Cartesian coordinates (Å):
Mg1 2.77604 0.90022 3.15067
C1 3.56389 -3.00374 2.61257
F1 4.10291 -2.92949 3.82391
F2 3.98078 -4.12977 2.06784
F3 2.23813 -3.08402 2.61838
S1 4.32030 -1.46884 1.67131
O1 5.38317 -1.01511 2.57664
O2 4.76623 -1.99043 0.40379
N1 3.01364 -0.29114 1.71239
S2 2.15415 -0.69437 0.43645
O3 2.15706 -2.05533 -0.03972
O4 0.84507 -0.10529 0.63898
C2 2.91043 0.35717 -0.97932
F4 4.16729 0.11123 -1.31341
F5 2.12862 0.36202 -2.02229
F6 2.98481 1.59091 -0.40626
C3 -4.28286 -3.30010 -5.08880
F7 -4.34778 -4.54331 -5.55115
F8 -4.77543 -2.54634 -6.08608
F9 -5.00276 -3.15996 -3.98552
S3 -2.48767 -2.81593 -4.85465
O5 -1.79066 -3.99705 -5.31199
O6 -2.26202 -1.58508 -5.56899
N2 -2.35351 -2.63327 -3.08789
S4 -2.85315 -1.15488 -2.67100
O7 -3.69000 -0.39033 -3.61226
O8 -3.39393 -1.24258 -1.34164
C4 -1.18691 -0.25106 -2.45446
F10 -0.67955 -0.06683 -3.69154
F11 -1.47397 0.92714 -1.90163
F12 -0.31591 -0.88945 -1.69814
C5 0.49901 4.28970 2.54137
C6 1.18151 3.11811 1.81695
O9 1.22520 1.91734 2.62295
H1 0.65754 4.24728 3.61775
H2 -0.57266 4.41325 2.36634
H3 0.72889 5.26193 2.10049
H4 2.25230 3.27490 1.66892
H5 0.71967 2.86524 0.86488
H6 0.33298 1.53212 2.72180
C7 -2.11076 1.49975 1.69517
C8 -2.14887 0.64068 2.93671
O10 -1.27224 1.09633 3.94733
H7 -2.38671 2.50884 2.00037
H8 -2.77577 1.10581 0.92662
H9 -1.13348 1.43467 1.20699
H10 -1.80984 -0.38620 2.75731
H11 -3.20150 0.60856 3.23108
H12 -1.69048 0.86163 4.78011
C9 -0.39715 -4.60126 1.25716
C10 -1.17577 -3.37119 0.84465
O11 -1.91698 -3.59808 -0.34358
H13 0.56431 -4.72650 0.74903
H14 -0.86613 -5.54684 0.98375
H15 -0.18464 -4.48176 2.32212
H16 -0.52014 -2.51567 0.68089
H17 -1.78242 -3.21112 1.74291
H18 -2.77396 -3.92463 -0.05601
C11 1.94352 4.65921 -1.34235
C12 0.61007 4.05048 -1.57022
O12 -0.32271 4.67330 -0.66239
H19 2.70541 4.32575 -2.04650
H20 2.34386 4.60014 -0.32475
H21 1.88753 5.75384 -1.35600
H22 0.62126 2.96117 -1.48835
H23 0.32177 4.14104 -2.62122
H24 -0.14903 5.61719 -0.61849